1.
22
Properties=species:S:1:pos:R:3:forces:R:3 method="wB97M-V/def2-TZVPD" de_lowest_kj_mol=661.6 e_homo_ev=-8.645 lumo_energy_ev=0.792 homo_lumo_gap_ev=9.437 spin_multiplicity=1
C 1.40664 1.25814 0.50260 2.2 1.3 -1.5
C 0.15366 0.65311 -0.31308 2.7 5.7 1.7
C -1.19571 1.25852 0.09554 -2.7 -5.0 -0.2
C -1.03786 -1.01167 1.16250 -0.3 -2.5 -0.6
C 0.18188 -0.73558 -0.00881 -0.6 -5.0 0.2
C 0.09731 -0.92104 -1.59476 2.4 0.1 -0.4
H 1.60205 2.33952 0.25119 -0.6 -0.8 0.2
H 2.36949 0.73563 -0.00868 -2.4 1.2 1.6
H 1.47459 1.21588 1.65895 -0.5 -0.4 -1.9
H -1.27321 2.14242 0.70146 0.0 1.2 -1.3
H -1.98322 0.85327 -0.74736 1.7 2.5 1.4
H -1.37604 0.49634 2.20024 -2.0 0.8 -3.3
H -0.49804 -1.21766 2.37757 -1.5 0.3 -4.0
H -1.85425 -2.07840 0.89245 2.7 3.2 0.8
H 1.65678 -0.87191 1.23352 1.9 1.2 5.5
H 1.60011 -2.25667 0.19551 -0.2 1.6 1.1
H 0.81804 -1.60848 -2.20773 -1.5 0.9 1.6
H -0.90552 -1.01475 -1.82779 -2.0 -0.8 -1.0
H -0.17054 1.00970 -2.33988 -1.9 1.3 -1.4
N -1.82897 0.28376 1.17056 3.6 -0.5 3.8
N 1.46851 -1.24404 0.42143 -1.9 -3.4 -6.2
N 0.48964 0.56688 -1.79818 1.0 -2.9 3.7

2.
6
Properties=species:S:1:pos:R:3:forces:R:3 method="wB97M-V/def2-TZVPD" de_lowest_kj_mol=331.9 e_homo_ev="-7.013 / -7.014" lumo_energy_ev="-2.040 / -2.050" homo_lumo_gap_ev="4.972 / 4.964" spin_multiplicity=1
C -0.87687 -0.23989 0.16264 2.1 0.6 0.7
N 2.75147 0.75720 0.01465 -2.4 -1.1 -0.4
O 1.79210 0.19646 -0.29775 1.3 0.9 0.5
F -1.31152 -1.13864 1.01629 -0.5 0.0 0.3
F -0.62193 -0.81526 -0.97507 -0.2 -0.3 -1.1
Cl -1.73327 1.24014 0.07925 -0.4 0.0 0.0

3.
24
Properties=species:S:1:pos:R:3:forces:R:3 method="wB97M-V/def2-TZVPD" smiles=CC[C@H](C)NCN.O de_lowest_kj_mol=98.7 e_homo_ev=-8.252 lumo_energy_ev=0.812 homo_lumo_gap_ev=9.064 spin_multiplicity=1
C -0.06984 1.98236 0.52876 -0.5 -0.4 0.3
C 0.32991 0.51051 0.32361 -1.6 0.2 -0.1
C -0.53766 -0.40412 1.22932 1.9 -0.3 0.2
C 0.02584 -0.32369 2.65908 -0.7 1.3 0.1
N 0.12651 0.13855 -1.07026 1.3 -0.2 0.2
C 1.22426 0.49075 -1.99734 -1.9 -1.4 -0.3
N 1.47551 -0.58299 -2.94856 0.8 0.2 -0.1
H -1.14266 2.00538 0.30592 0.0 0.2 0.0
H 0.02911 2.31110 1.56408 0.2 0.2 -0.1
H 0.38175 2.68218 -0.17148 0.4 -0.1 0.1
H 1.34943 0.30062 0.64375 0.2 0.1 -0.5
H -0.34551 -1.41968 0.89795 -0.2 0.0 -0.3
H -1.59627 -0.19095 1.09157 -0.1 0.2 0.4
H 1.10728 -0.19364 2.62041 0.1 -0.5 0.0
H -0.30063 0.61637 3.11887 -0.2 -0.2 0.2
H -0.23867 -1.14292 3.32232 0.0 -0.1 -0.1
H -0.78699 0.38533 -1.42237 0.0 0.1 0.1
H 0.88760 1.28647 -2.66082 0.6 0.8 0.4
H 2.08910 0.66197 -1.36576 0.3 0.4 -0.4
H 0.66230 -0.73420 -3.52615 -0.1 -0.1 0.0
H 1.72554 -1.45350 -2.50010 -0.2 0.0 0.1
H -1.83770 -3.04267 -0.05726 -0.2 0.1 0.3
H -2.54000 -1.63670 -0.02526 0.2 -0.5 0.1
O -2.01820 -2.24652 -0.56029 -0.3 0.0 -0.7

4.
52
Properties=species:S:1:pos:R:3:forces:R:3 method="wB97M-V/def2-TZVPD" e_homo_ev=-13.013 lumo_energy_ev=-5.180 homo_lumo_gap_ev=7.833 total_charge=+2 spin_multiplicity=1
Pt 0.40349 0.96547 0.41156 -0.8 0.6 0.5
N 3.29046 -0.79389 0.97259 0.3 0.1 -0.1
C 3.38027 0.56282 0.86909 -0.1 0.0 0.2
N 2.36180 1.31756 0.51718 0.0 -0.1 -0.1
C 2.69242 2.66238 0.40456 0.0 0.0 -0.2
C 3.95281 2.94124 0.78702 0.0 0.0 -0.1
S 4.79123 1.48613 1.18518 -0.1 0.0 0.1
C 1.64521 3.47660 -0.20512 -0.1 0.1 0.0
C 1.64533 4.77900 -0.53031 0.0 0.0 0.0
S 0.15662 5.21238 -1.28861 0.1 -0.1 0.0
C -0.39803 3.58506 -1.14118 0.0 -0.1 -0.1
N 0.46724 2.78703 -0.54760 0.6 -0.2 0.0
N -1.59804 3.20869 -1.60958 0.0 0.1 0.1
H 2.88544 -1.23986 0.16142 -0.2 0.0 0.1
H 4.12461 -1.25876 1.29868 0.0 0.0 0.0
H 4.45575 3.89346 0.81781 0.0 0.0 0.0
H 2.42183 5.50960 -0.37720 0.0 0.0 0.0
H -2.17996 3.85694 -2.11102 0.0 0.0 0.0
H -1.86299 2.24205 -1.62370 0.0 0.0 -0.1
Cl -4.66360 -0.57858 4.96172 0.0 0.0 0.0
C -3.20469 -0.53102 4.06817 0.0 0.0 0.0
C -3.18483 0.03800 2.80103 0.0 0.0 0.0
Cl -4.60105 0.66760 2.07282 0.0 0.0 0.0
C -1.98057 0.07728 2.11716 0.0 -0.2 0.0
Cl -1.90388 0.65575 0.45890 -0.1 0.2 0.0
C -0.77592 -0.41879 2.60305 0.1 0.0 0.0
O 0.35030 -0.36575 1.92901 0.4 -0.2 -0.3
C -0.83006 -1.02557 3.87229 -0.1 0.1 0.0
Cl 0.62391 -1.69558 4.49723 0.0 0.0 0.0
C -2.01946 -1.06908 4.59306 0.0 0.0 0.0
Cl -2.03844 -1.78845 6.14354 0.0 0.0 0.0
C 0.19712 -4.90213 1.14528 0.0 0.0 0.0
C 0.45027 -3.37572 1.15609 0.1 0.1 0.0
N -0.32019 -2.70397 0.11442 -0.2 -0.4 -0.1
C -1.74399 -2.94372 0.34595 0.0 0.0 0.0
C -2.06871 -4.45778 0.27866 0.0 0.0 0.0
N -0.77456 -5.18283 0.03299 0.0 0.0 0.0
C -0.16685 -4.75793 -1.27445 0.0 0.0 0.0
C 0.03233 -3.22346 -1.20260 0.0 0.0 -0.1
H -0.24987 -5.26349 2.06969 0.0 0.0 0.0
H 1.09251 -5.48557 0.93984 0.0 0.0 0.0
H 1.50817 -3.15615 1.01704 0.0 0.0 0.0
H 0.17198 -2.95608 2.11840 0.0 0.0 0.0
H -2.32122 -2.40660 -0.40609 0.0 0.0 0.0
H -2.01356 -2.54884 1.32496 0.0 0.0 0.0
H -2.74350 -4.71590 -0.53547 0.0 0.0 0.0
H -2.48000 -4.84446 1.20923 0.0 0.0 0.0
H -0.96114 -6.18341 -0.00014 0.0 0.0 0.0
H -0.84214 -5.06346 -2.07128 0.0 0.0 0.0
H 0.76731 -5.30607 -1.37963 0.0 0.0 0.0
H -0.59769 -2.73234 -1.94323 0.0 0.0 0.0
H 1.06663 -2.96981 -1.43589 0.0 0.0 0.1

For each record above, in turn, the calculated maximum force values are 7.27, 2.66, 2.41, 1.14 eV/Å.
For each record above, in turn, the calculated molecular weight values are 127.2, 115.5, 120.2, 771.9 u.